a:
{
  "formula": "CH2FNO",
  "method": "ωB97M-V/def2-TZVPD",
  "homo_energy_ev": -10.11,
  "gap_ev": 11.265,
  "elements": ["F", "O", "N", "C", "H", "H"],
  "coordinates": [[0.35, 1.26, -0.93], [0.16, 0.66, 1.18], [-0.61, -0.31, 0.42], [0.55, 0.34, -0.04], [1.44, -0.12, -0.31], [-1.54, -0.03, 0.04]],
  "lowdin_charge": [0.11, 0.05, 0.10, -0.52, 0.14, 0.13]
}

b:
{
  "formula": "CH2FNO",
  "method": "ωB97M-V/def2-TZVPD",
  "homo_energy_ev": -9.71,
  "gap_ev": 8.402,
  "elements": ["F", "O", "N", "C", "H", "H"],
  "coordinates": [[1.14, 0.98, 0.08], [-1.46, -1.60, 1.00], [-0.54, -0.96, 0.45], [0.73, 0.26, -0.94], [-0.31, 0.85, -1.17], [0.38, -0.91, 0.97]],
  "lowdin_charge": [-0.10, 0.00, 0.00, 0.00, 0.03, 0.07]
}

Stability order, top to bottom: a, b